## A
A cluster of 2 separate species, C6H15OP in total, computed with ωB97M-V/def2-TZVPD.

Cartesian coordinates (Å):
C: 2.594 -1.514 0.885
C: -2.206 -1.316 0.798
C: -2.235 0.953 -0.411
C: 1.306 2.092 -0.177
C: 1.260 -0.836 -1.536
C: -1.872 0.118 0.770
O: 2.158 1.029 0.314
P: 1.368 -0.453 0.366
H: 2.564 -2.660 0.951
H: 3.392 -1.134 1.577
H: -3.069 -1.505 1.493
H: -2.460 -1.711 -0.135
H: -1.338 -1.902 1.254
H: -3.251 1.554 -0.228
H: -2.084 0.387 -1.363
H: -1.555 1.847 -0.427
H: 1.765 2.665 -0.952
H: 1.009 2.843 0.523
H: 0.425 1.594 -0.415
H: 2.260 -0.606 -1.807
H: 1.174 -1.936 -1.384
H: 0.418 -0.172 -1.838
H: -1.622 0.663 1.743

Calculated values
Kohn-Sham gap (alpha / beta): 6.9 / 8.2 eV
net charge: 0
spin multiplicity: 1
HOMO (alpha / beta): -0.263 / -0.268 Ha

These are the natural (NBO) partial charges, in e, on atoms 1 to 6:
1 C -0.890
2 C -0.685
3 C -0.695
4 C -0.247
5 C -0.914
6 C -0.109

## B
A structure of composition C6H15OP, computed with ωB97M-V/def2-TZVPD.

Cartesian coordinates (Å):
C: -1.597 1.377 -0.499
C: -2.221 -1.063 -0.003
C: 1.833 -1.380 1.656
C: 2.271 1.268 0.492
C: -0.043 -0.608 -1.013
C: -1.432 -0.144 -0.956
O: -0.040 0.658 1.902
P: 0.944 0.049 0.973
H: -1.294 1.464 0.495
H: -2.610 1.707 -0.428
H: -0.896 1.991 -1.119
H: -1.729 -1.191 0.999
H: -3.318 -0.872 0.034
H: -2.186 -2.019 -0.405
H: 1.989 -1.198 2.738
H: 1.363 -2.369 1.341
H: 2.793 -1.411 1.283
H: 1.852 1.856 -0.375
H: 2.551 1.979 1.338
H: 3.188 0.770 0.086
H: 0.563 -0.174 -1.792
H: 0.042 -1.676 -0.893
H: -1.930 -0.401 -1.891

Calculated values
Kohn-Sham gap: 9.6 eV
net charge: 0
spin multiplicity: 1
HOMO: -0.325 Ha

These are the natural (NBO) partial charges, in e, on atoms 1 to 6:
1 C -0.624
2 C -0.604
3 C -1.016
4 C -1.014
5 C -0.531
6 C -0.269

Most stable structure: B

## A
A cluster of 3 separate species, C4H13NO2S in total, computed with ωB97M-V/def2-TZVPD.

Cartesian coordinates (Å):
C: -0.082 0.714 1.441
N: 0.742 0.230 0.378
C: 1.784 1.240 0.108
O: 2.737 0.758 -0.825
C: -1.469 0.084 1.453
C: -2.402 0.396 0.270
S: -2.078 -0.427 -1.346
H: -0.276 1.812 1.436
H: 0.359 0.741 2.449
H: 0.412 0.520 -1.244
H: 1.395 2.147 -0.359
H: 2.214 1.494 1.087
H: 2.333 -0.058 -1.169
H: -1.366 -1.008 1.579
H: -2.097 0.424 2.291
H: -3.356 -0.099 0.550
H: -2.495 1.466 0.081
H: -1.962 -1.634 -0.837
H: 1.703 -1.513 0.123
H: 2.045 -2.906 -0.399
O: 2.446 -2.124 -0.010

Calculated values
Kohn-Sham gap: 8.3 eV
net charge: 0
spin multiplicity: 1
HOMO: -0.324 Ha

These are the natural (NBO) partial charges, in e, on atoms 1 to 6:
1 C -0.278
2 N -0.580
3 C 0.075
4 O -0.710
5 C -0.407
6 C -0.500

## B
A cluster of 2 separate species, C4H13NO2S in total, computed with ωB97M-V/def2-TZVPD.

Cartesian coordinates (Å):
O: 0.450 -0.105 2.848
C: 0.917 -0.950 1.787
N: 0.228 -0.559 0.580
C: 0.323 -1.495 -0.509
C: -0.241 -1.008 -1.855
C: -1.617 -0.359 -1.851
S: -1.827 1.210 -0.905
H: 0.592 0.808 2.560
H: 0.586 -1.921 2.131
H: 1.977 -0.780 1.680
H: -0.719 -0.329 0.859
H: 0.047 -2.499 -0.309
H: 1.389 -1.584 -0.739
H: 0.469 -0.342 -2.312
H: -0.280 -1.926 -2.439
H: -2.020 -0.088 -2.820
H: -2.282 -0.999 -1.347
H: -0.776 1.924 -1.335
O: 2.724 1.605 0.576
H: 2.905 0.856 1.166
H: 1.826 1.358 0.293

Calculated values
Kohn-Sham gap: 9.7 eV
net charge: 0
spin multiplicity: 1
HOMO: -0.330 Ha

These are the natural (NBO) partial charges, in e, on atoms 1 to 6:
1 O -0.720
2 C 0.108
3 N -0.679
4 C -0.222
5 C -0.406
6 C -0.494

## C
A cluster of 2 separate species, C4H13NO2S in total, computed with ωB97M-V/def2-TZVPD.

Cartesian coordinates (Å):
C: 0.776 -1.375 0.908
C: -0.233 -0.221 0.609
C: -1.410 -0.213 1.460
S: -2.535 -1.619 0.902
N: 0.660 0.948 0.657
C: 0.257 2.129 -0.064
O: 0.216 1.795 -1.489
H: 1.568 -0.983 1.646
H: 0.398 -2.273 1.414
H: 1.100 -1.624 -0.112
H: -0.542 -0.230 -0.498
H: -2.023 0.734 1.463
H: -1.172 -0.222 2.519
H: -1.747 -2.078 -0.060
H: 1.709 0.901 0.974
H: 0.918 3.123 0.023
H: -0.782 2.332 0.082
H: 0.860 2.339 -2.011
O: 0.579 -1.531 -2.788
H: 1.521 -1.157 -2.882
H: -0.119 -0.775 -2.751

Calculated values
Kohn-Sham gap: 9.5 eV
net charge: 0
spin multiplicity: 1
HOMO: -0.328 Ha

These are the natural (NBO) partial charges, in e, on atoms 1 to 6:
1 C -0.626
2 C -0.083
3 C -0.492
4 S -0.065
5 N -0.687
6 C 0.091

Most stable structure: B

## A
A cluster of 2 separate species, C4H13NO2S in total, computed with ωB97M-V/def2-TZVPD.

Cartesian coordinates (Å):
C: 0.421 1.425 -0.623
N: 0.078 -0.002 -0.733
C: -0.586 -0.624 0.420
C: -1.990 -0.008 0.516
O: -3.038 -0.868 0.959
C: 0.241 -0.529 1.675
S: -0.186 -1.828 2.914
H: 0.629 1.711 -1.656
H: -0.490 1.971 -0.385
H: 1.281 1.640 0.008
H: 0.929 -0.514 -0.913
H: -0.811 -1.671 0.186
H: -2.015 0.874 1.162
H: -2.275 0.388 -0.463
H: -2.898 -1.659 0.459
H: 0.289 0.451 2.138
H: 1.282 -0.768 1.452
H: -0.902 -1.186 3.839
O: 3.038 0.118 -3.526
H: 3.019 1.056 -3.818
H: 3.983 0.023 -3.611

Calculated values
Kohn-Sham gap: 9.3 eV
net charge: 0
spin multiplicity: 1
HOMO: -0.319 Ha

These are the natural (NBO) partial charges, in e, on atoms 1 to 6:
1 C -0.431
2 N -0.616
3 C -0.104
4 C -0.072
5 O -0.703
6 C -0.517

## B
A cluster of 2 separate species, C4H13NO2S in total, computed with ωB97M-V/def2-TZVPD.

Cartesian coordinates (Å):
C: -1.092 -1.530 -0.109
C: -1.101 -0.120 -0.718
C: -2.386 0.636 -0.517
S: -2.664 1.296 1.166
N: 0.036 0.699 -0.201
C: 1.225 0.766 -1.014
O: 2.207 -0.217 -0.735
H: -1.235 -1.415 0.967
H: -1.968 -2.052 -0.492
H: -0.169 -2.069 -0.278
H: -0.848 -0.212 -1.768
H: -3.312 0.066 -0.680
H: -2.457 1.453 -1.243
H: -2.351 2.572 0.937
H: 0.275 0.403 0.737
H: 1.689 1.738 -0.884
H: 0.915 0.612 -2.048
H: 2.290 -0.372 0.220
O: 3.447 -0.509 2.001
H: 3.746 -1.390 1.760
H: 3.752 -0.357 2.899

Calculated values
Kohn-Sham gap: 9.3 eV
net charge: 0
spin multiplicity: 1
HOMO: -0.324 Ha

These are the natural (NBO) partial charges, in e, on atoms 1 to 6:
1 C -0.626
2 C -0.066
3 C -0.516
4 S -0.061
5 N -0.652
6 C 0.103

Most stable structure: B

## A
A cluster of 2 separate species, CH5N3S2 in total, computed with ωB97M-V/def2-TZVPD.

Cartesian coordinates (Å):
C: -0.134 -1.238 0.653
N: -1.884 1.088 -0.246
N: 0.233 -0.616 -0.496
N: -0.698 -0.288 -1.317
S: 0.555 1.787 1.425
S: -1.517 0.798 1.170
H: -0.985 -1.942 0.598
H: 0.524 -1.312 1.505
H: 1.092 0.077 -0.347
H: -0.398 0.406 -2.014
H: -0.286 2.875 1.565

Calculated values
Kohn-Sham gap: 8.8 eV
net charge: 0
spin multiplicity: 1
HOMO: -0.311 Ha

These are the natural (NBO) partial charges, in e, on atoms 1 to 6:
1 C -0.269
2 N -0.727
3 N -0.273
4 N -0.371
5 S -0.484
6 S 0.751

## B
An isolated molecule of CH5N3S2, computed with ωB97M-V/def2-TZVPD.

Cartesian coordinates (Å):
N: 1.420 -0.914 1.659
C: 0.772 -0.266 0.785
N: 0.469 1.130 0.650
S: 0.258 1.656 -0.957
N: 0.165 -1.091 -0.144
S: -1.494 -1.210 -0.376
H: 1.850 -0.214 2.474
H: 0.924 1.739 1.408
H: -1.088 1.331 -1.146
H: 0.524 -1.940 0.213
H: -1.446 -0.325 -1.490

Calculated values
Kohn-Sham gap: 9.3 eV
net charge: 0
spin multiplicity: 1
HOMO: -0.324 Ha

These are the natural (NBO) partial charges, in e, on atoms 1 to 6:
1 N -0.724
2 C 0.557
3 N -0.804
4 S 0.207
5 N -0.794
6 S 0.192

Most stable structure: B